Record 1
This record from the OMol25 dataset describes a cluster of 2 separate species, C11H18 in total. The level of theory is the ωB97M-V functional and the def2-TZVPD basis.

Summary:
Kohn-Sham gap (spin up / spin down), eV: 2.725 / 6.958
LUMO (spin up / spin down), eV: 3.56 / 3.43
Charge: -1
E_HOMO (spin up / spin down), eV: 0.8 / -3.5
<S²>: 0.760
Energy relative to the best compared isomer or geometry (same formula, charge and spin), kcal/mol: 0.0
2S+1: 2

Geometry as XYZ:
```
29
Properties=species:S:1:pos:R:3:lowdin_charge:R:1
C -0.542 1.150 -2.344 -0.138
C -0.463 -0.658 1.552 -0.473
C 1.750 1.944 -0.826 -0.179
C 0.402 0.205 -1.925 -0.387
C 1.523 0.568 -1.197 -0.166
C -0.269 2.540 -2.027 -0.194
C -1.759 -1.431 1.269 -0.099
C 0.171 -1.256 -2.265 -0.089
C 0.678 -1.674 1.721 -0.104
C 0.822 2.899 -1.276 -0.214
C -0.595 0.173 2.825 -0.101
H -1.070 -0.426 3.606 0.068
H 2.203 -0.232 -0.933 0.070
H 0.985 3.955 -1.071 0.070
H -0.698 -1.349 -2.921 0.058
H -1.858 -2.264 1.972 0.065
H -0.187 -0.096 0.665 0.102
H -1.720 -1.865 0.274 0.059
H 0.082 -1.874 -1.374 0.037
H -1.196 1.065 2.633 0.072
H 0.381 0.507 3.181 0.065
H 1.581 -1.194 2.103 0.068
H 2.550 2.227 -0.154 0.040
H 0.898 -2.153 0.759 0.061
H 0.401 -2.465 2.434 0.068
H -2.633 -0.787 1.386 0.069
H -1.471 0.881 -2.837 0.053
H 1.019 -1.661 -2.826 0.062
H -0.986 3.272 -2.403 0.057
```



Record 2
This record from the OMol25 dataset describes a structure of composition C3HCaO2. The level of theory is the ωB97M-V functional and the def2-TZVPD basis.

Summary:
Kohn-Sham gap, eV: 6.087
LUMO, eV: -5.56
Charge: +1
E_HOMO, eV: -11.6
Energy relative to the best compared isomer or geometry (same formula, charge and spin), kcal/mol: 5.7
2S+1: 1

Geometry as XYZ:
```
7
Properties=species:S:1:pos:R:3:lowdin_charge:R:1
Ca 1.608 1.381 0.342 1.579
O 3.287 -1.763 0.113 0.178
O -0.374 1.111 0.062 -0.433
C -2.492 -0.100 -0.292 0.091
C -1.522 0.635 -0.164 -0.427
C 2.952 -0.698 0.238 -0.014
H -3.459 -0.566 -0.298 0.025
```



Record 3
This record from the OMol25 dataset describes a cluster of 2 separate species, C4H13N2 in total. The level of theory is the ωB97M-V functional and the def2-TZVPD basis.

Summary:
Kohn-Sham gap, eV: 5.817
LUMO, eV: -7.88
Charge: +1
E_HOMO, eV: -13.7
Energy relative to the best compared isomer or geometry (same formula, charge and spin), kcal/mol: 171.0
2S+1: 1

Geometry as XYZ:
```
19
Properties=species:S:1:pos:R:3:lowdin_charge:R:1
N 2.589 1.285 1.101 0.032
N -1.415 0.410 -0.145 -0.112
C 2.266 0.049 0.252 -0.238
C -1.543 0.714 -1.574 -0.088
C 1.199 -0.998 0.336 0.217
C -2.324 -0.650 0.397 -0.107
H 3.272 -0.133 -0.188 0.175
H -3.354 -0.297 0.594 0.096
H -0.812 1.458 -1.851 0.086
H -2.457 -1.516 -0.330 0.101
H -0.401 0.035 0.013 0.052
H 1.102 -1.455 1.381 0.150
H -2.019 -1.144 1.337 0.082
H 1.778 1.744 1.575 0.093
H -1.333 -0.159 -2.148 0.076
H 1.649 0.343 -0.462 0.053
H 1.163 -1.717 -0.497 0.126
H -2.572 1.030 -1.697 0.103
H 3.212 1.001 1.906 0.104
```



Record 4
This record from the OMol25 dataset describes an isolated molecule of C5H6ClNO. The level of theory is the ωB97M-V functional and the def2-TZVPD basis.

Summary:
Kohn-Sham gap, eV: 9.712
LUMO, eV: 0.35
Charge: 0
E_HOMO, eV: -9.4
Energy relative to the best compared isomer or geometry (same formula, charge and spin), kcal/mol: 48.3
2S+1: 1

Geometry as XYZ:
```
14
Properties=species:S:1:pos:R:3:lowdin_charge:R:1
Cl 2.653 1.303 0.122 0.670
O -0.935 -0.259 -0.430 -0.124
N -0.679 3.108 -0.198 0.182
C 0.063 0.614 -0.207 -0.372
C 1.344 0.144 -0.073 -0.600
C 1.643 -1.339 -0.233 -0.088
C -2.019 -0.083 0.397 -0.111
C -0.355 1.995 -0.322 -0.170
H -1.772 -0.143 1.494 0.117
H -2.619 0.792 0.066 0.099
H -2.682 -1.008 0.256 0.115
H 2.072 -1.818 0.739 0.114
H 0.775 -1.876 -0.669 0.085
H 2.510 -1.429 -0.943 0.084
```



Record 5
This record from the OMol25 dataset describes a cluster of 2 separate species, C15H16BN2O4S in total. The level of theory is the ωB97M-V functional and the def2-TZVPD basis.

Summary:
Kohn-Sham gap, eV: 6.486
LUMO, eV: 2.02
Charge: -1
E_HOMO, eV: -4.5
Energy relative to the best compared isomer or geometry (same formula, charge and spin), kcal/mol: 0.0
2S+1: 1

Geometry as XYZ:
```
39
Properties=species:S:1:pos:R:3:lowdin_charge:R:1
S -0.859 -2.552 0.283 1.040
O -1.954 3.286 3.715 0.124
O 0.637 -5.841 -4.488 -0.059
O 1.930 -6.303 -2.702 -0.029
O -0.282 -6.624 -2.572 -0.091
N -0.680 4.365 1.990 -0.091
N 1.460 -0.763 0.650 0.083
C 2.429 -1.891 -2.748 -0.089
C 0.245 -0.181 1.050 -0.254
C 0.647 -6.258 -3.327 -0.855
C 1.455 -1.428 -0.605 -0.271
C 0.046 4.229 0.726 -0.091
C 0.423 -2.299 -0.922 -0.445
C -2.175 0.937 1.856 -0.055
C 2.467 -1.218 -1.538 -0.041
C 1.406 -2.776 -3.055 -0.064
C -0.939 -0.909 0.915 -0.460
C -1.741 5.375 1.843 -0.078
C 0.195 1.110 1.568 0.008
C -2.145 -0.341 1.312 -0.087
C -1.006 1.697 1.980 -0.107
C 0.382 -2.975 -2.137 -0.068
B -1.173 3.142 2.574 -0.551
H 1.006 3.742 0.894 0.074
H -1.293 6.353 1.648 0.081
H 1.123 1.670 1.649 0.109
H -0.427 -3.668 -2.341 0.114
H -1.831 2.543 4.313 0.102
H -2.382 5.142 0.982 0.093
H 0.269 5.221 0.326 0.082
H -2.355 5.417 2.738 0.079
H 3.219 -1.718 -3.469 0.099
H -3.123 1.355 2.176 0.109
H 1.685 -6.633 -1.829 0.063
H -0.498 3.649 -0.027 0.097
H -3.052 -0.923 1.195 0.104
H 1.406 -3.317 -3.992 0.105
H 3.271 -0.524 -1.313 0.103
H 2.214 -0.090 0.678 0.121
```



Record 6
This record from the OMol25 dataset describes an isolated molecule of C4H5NO. The level of theory is the ωB97M-V functional and the def2-TZVPD basis.

Summary:
Kohn-Sham gap, eV: 11.705
LUMO, eV: 0.85
Charge: 0
E_HOMO, eV: -10.9
Energy relative to the best compared isomer or geometry (same formula, charge and spin), kcal/mol: 41.2
2S+1: 1

Geometry as XYZ:
```
11
Properties=species:S:1:pos:R:3:lowdin_charge:R:1
O -1.743 -0.459 0.033 -0.051
N 2.938 0.512 0.315 0.144
C -1.276 0.899 -0.236 -0.060
C 0.705 -0.768 -0.177 -0.122
C -0.469 -0.074 0.477 -0.347
C 1.962 -0.064 0.089 -0.214
H -1.795 1.700 0.305 0.121
H 0.781 -1.792 0.203 0.130
H -1.237 0.847 -1.310 0.115
H 0.545 -0.830 -1.258 0.131
H -0.411 0.030 1.559 0.151
```



Record 7
This record from the OMol25 dataset describes an isolated molecule of H2NOP. The level of theory is the ωB97M-V functional and the def2-TZVPD basis.

Summary:
Kohn-Sham gap, eV: 9.531
LUMO, eV: -0.49
Charge: 0
E_HOMO, eV: -10.0
Energy relative to the best compared isomer or geometry (same formula, charge and spin), kcal/mol: 30.9
2S+1: 1

Geometry as XYZ:
```
5
Properties=species:S:1:pos:R:3:lowdin_charge:R:1
P 0.908 -0.727 -0.038 0.813
O 1.804 0.718 0.156 -0.626
N -0.673 -0.203 0.064 -0.225
H -1.464 -0.637 -0.193 -0.030
H -0.575 0.849 0.011 0.068
```



Record 8
This record from the OMol25 dataset describes an isolated molecule of C9H18BN3O2. The level of theory is the ωB97M-V functional and the def2-TZVPD basis.

Summary:
Kohn-Sham gap, eV: 9.380
LUMO, eV: 0.34
Charge: 0
E_HOMO, eV: -9.0
Energy relative to the best compared isomer or geometry (same formula, charge and spin), kcal/mol: 58.3
2S+1: 1

Geometry as XYZ:
```
33
Properties=species:S:1:pos:R:3:lowdin_charge:R:1
O 0.699 -2.366 -0.575 0.104
O 3.032 -0.885 -1.778 0.063
N -0.623 -0.824 0.847 0.055
N 3.231 1.508 -1.080 0.136
N -4.411 -0.412 -1.721 -0.045
C -3.283 0.848 0.261 -0.188
C 0.830 1.081 1.023 -0.072
C 2.620 -0.947 1.547 -0.090
C 0.587 -1.352 0.124 -0.314
C 3.150 -2.249 1.338 0.016
C -0.600 0.626 0.442 -0.324
C 1.686 -0.192 0.465 -0.228
C -3.146 -0.196 -0.955 -0.295
C -1.893 1.522 0.711 -0.152
B 2.649 0.149 -0.822 -0.463
H 1.137 2.120 0.678 0.110
H -0.468 0.650 -0.694 0.143
H 3.455 1.545 -2.090 0.077
H -4.583 -1.434 -1.767 0.065
H -2.292 0.083 -1.670 0.111
H -4.045 1.639 -0.086 0.110
H 3.025 -2.777 0.334 0.078
H -3.677 0.264 1.167 0.110
H -1.915 1.886 1.800 0.116
H 3.703 -2.835 2.150 0.071
H 1.021 0.978 2.157 0.124
H -0.351 -0.776 1.851 0.126
H -2.860 -1.204 -0.475 0.111
H 3.887 -0.568 -2.152 0.099
H 2.905 -0.459 2.546 0.112
H -1.773 2.463 0.054 0.119
H -4.246 -0.145 -2.703 0.059
H 2.547 2.258 -0.925 0.056
```



Record 9
This record from the OMol25 dataset describes an isolated molecule of C2HClF3N. The level of theory is the ωB97M-V functional and the def2-TZVPD basis.

Summary:
Kohn-Sham gap, eV: 11.781
LUMO, eV: 0.48
Charge: 0
E_HOMO, eV: -11.3
Energy relative to the best compared isomer or geometry (same formula, charge and spin), kcal/mol: 14.9
2S+1: 1

Geometry as XYZ:
```
8
Properties=species:S:1:pos:R:3:lowdin_charge:R:1
Cl -1.251 1.531 0.365 0.859
F 0.848 -1.292 1.195 0.143
F 1.165 0.915 1.284 0.036
F 1.857 -0.263 -0.414 0.152
N -0.968 -0.586 -1.211 0.124
C 0.884 -0.160 0.471 -0.573
C -0.585 0.240 -0.331 -0.795
H -1.951 -0.385 -1.359 0.054
```



Record 10
This record from the OMol25 dataset describes a cluster of 2 separate species, C4H8Cl2N2O2 in total. The level of theory is the ωB97M-V functional and the def2-TZVPD basis.

Summary:
Kohn-Sham gap, eV: 9.692
LUMO, eV: 0.31
Charge: 0
E_HOMO, eV: -9.4
Energy relative to the best compared isomer or geometry (same formula, charge and spin), kcal/mol: 21.6
2S+1: 1

Geometry as XYZ:
```
18
Properties=species:S:1:pos:R:3:lowdin_charge:R:1
Cl -1.198 -0.792 -2.490 0.583
Cl 0.219 -1.032 3.310 0.643
O 2.385 0.487 -0.053 -0.019
O -0.656 1.213 1.338 -0.029
N 1.149 1.047 0.063 0.045
N 0.385 0.570 1.012 -0.297
C -2.139 1.388 -1.454 -0.062
C 0.800 -0.703 1.629 -0.627
C -1.000 0.830 -1.889 -0.603
C 0.264 -1.769 0.723 -0.106
H 2.841 1.165 -0.555 0.110
H 0.976 -2.019 -0.157 0.123
H -0.063 1.161 -2.168 0.014
H -3.043 0.842 -1.278 0.056
H -2.279 2.354 -1.170 0.025
H 0.107 -2.669 1.205 0.041
H -0.581 -1.458 0.180 0.033
H 1.832 -0.617 1.754 0.071
```



Record 11
This record from the OMol25 dataset describes a cluster of 2 separate species, C4H10N2O2 in total. The level of theory is the ωB97M-V functional and the def2-TZVPD basis.

Summary:
Kohn-Sham gap, eV: 9.780
LUMO, eV: 0.72
Charge: 0
E_HOMO, eV: -9.1
Energy relative to the best compared isomer or geometry (same formula, charge and spin), kcal/mol: 43.2
2S+1: 1

Geometry as XYZ:
```
18
Properties=species:S:1:pos:R:3:lowdin_charge:R:1
O -1.058 0.896 -0.195 -0.011
O -3.091 -0.533 0.687 -0.088
N 1.035 0.066 -0.076 -0.152
N -0.779 -1.351 -0.363 0.195
C -2.983 0.622 0.318 -0.222
C -0.307 -0.093 -0.190 -0.527
C 1.592 1.389 0.084 -0.043
C 1.957 -1.043 -0.170 -0.057
H 2.966 -0.647 -0.250 0.087
H 2.189 1.440 0.997 0.091
H -3.281 0.939 -0.692 0.097
H -1.780 -1.425 -0.178 0.078
H 1.753 -1.646 -1.056 0.092
H 1.911 -1.681 0.719 0.092
H -0.224 -2.127 -0.048 0.092
H 2.220 1.649 -0.772 0.092
H -2.888 1.450 1.035 0.096
H 0.769 2.096 0.150 0.085
```



Record 12
This record from the OMol25 dataset describes a structure of composition C25H42Cl38IN2OPS. The level of theory is the ωB97M-V functional and the def2-TZVPD basis.

Summary:
Kohn-Sham gap, eV: 6.824
LUMO, eV: -1.46
Charge: 0
E_HOMO, eV: -8.3
2S+1: 1

Geometry as XYZ:
```
111
Properties=species:S:1:pos:R:3:lowdin_charge:R:1
I -2.158 -1.619 -5.424 0.389
Cl -5.359 3.287 -5.915 0.572
Cl 7.800 6.123 6.679 0.506
Cl -7.465 -2.894 -9.321 0.509
Cl 4.880 -1.560 3.619 0.571
Cl -7.999 -3.043 1.617 0.489
Cl -3.805 4.233 -10.481 0.504
Cl 1.626 -4.609 10.390 0.504
Cl 7.594 -3.228 9.778 0.474
Cl -3.580 7.597 -6.562 0.507
Cl 9.585 1.763 -0.166 0.528
Cl -7.596 -1.706 -0.947 0.490
Cl 2.360 -2.026 7.848 0.535
Cl -5.017 -0.620 -4.204 0.467
Cl 4.034 2.682 5.825 0.536
Cl -1.226 -4.048 10.136 0.537
Cl 5.119 -0.203 1.046 0.557
Cl 5.216 -2.587 8.093 0.487
Cl 5.159 -3.315 -4.657 0.527
Cl -1.307 -0.651 8.605 0.486
Cl 7.359 3.700 5.111 0.468
Cl -3.207 0.408 -0.315 0.636
Cl 9.579 -2.397 0.137 0.508
Cl -10.987 3.739 -5.159 0.488
Cl 3.039 -3.561 -2.661 0.524
Cl -1.991 2.793 -8.705 0.498
Cl -7.968 4.388 -6.626 0.492
Cl 8.220 -0.902 2.244 0.523
Cl -1.183 0.199 11.395 0.514
Cl 6.135 0.924 6.832 0.508
Cl 1.555 -2.486 -5.423 0.476
Cl 1.994 0.261 -6.331 0.533
Cl 7.270 -5.973 10.714 0.504
Cl -5.762 7.386 -4.632 0.501
Cl 6.900 2.791 -0.670 0.505
Cl -5.160 -0.816 1.467 0.505
Cl -10.070 6.455 -4.588 0.492
Cl -7.845 -0.045 -4.648 0.525
Cl -6.567 -0.175 -8.758 0.541
S -0.412 -2.038 1.381 0.957
P -2.204 -0.973 -3.048 0.454
O -2.812 0.642 -2.958 -0.552
N -1.299 -1.814 -0.038 -0.258
N 1.154 -1.553 1.027 -0.253
C 0.235 -4.591 9.302 -1.024
C -7.964 -1.245 -8.927 -1.012
C -11.472 5.394 -4.765 -1.016
C -0.459 -0.847 -2.325 -0.352
C 6.894 4.610 6.552 -1.058
C 2.572 -1.411 -6.390 -0.989
C 2.030 -0.211 -2.443 -0.072
C -0.310 -1.307 -0.874 -0.369
C 0.668 -0.320 -3.090 -0.113
C 4.522 -4.270 -3.311 -0.995
C -6.330 -0.593 -5.384 -1.016
C -0.361 -0.677 10.099 -1.064
C -8.571 -2.872 -0.048 -1.022
C 2.267 -0.617 -1.075 -0.033
C 8.215 -4.881 9.696 -1.014
C 4.215 -1.396 1.988 -0.979
C -3.349 3.922 -8.802 -1.051
C 4.515 1.008 6.129 -1.023
C -3.905 0.415 1.310 -0.970
C -4.260 6.663 -5.223 -1.033
C 9.782 -1.406 1.586 -1.012
C -7.036 3.527 -5.399 -0.988
C 3.822 -2.568 7.009 -1.004
C 1.084 -1.158 -0.311 -0.305
C 7.948 1.951 0.480 -1.056
H 3.179 -1.078 2.059 -0.007
H 0.071 -5.596 8.921 0.028
H 3.587 -1.445 -6.003 -0.019
H 7.996 2.526 1.401 0.030
H 7.096 4.003 7.431 0.019
H 4.271 -2.359 1.486 0.040
H 3.807 0.557 6.821 0.007
H -6.472 -1.596 -5.778 0.029
H -8.601 -0.869 -9.723 0.028
H 5.833 4.837 6.497 -0.004
H -6.065 0.085 -6.188 -0.043
H 9.247 -4.886 10.036 0.026
H 0.442 -3.913 8.478 -0.024
H -4.200 3.493 -8.279 -0.041
H 3.657 -3.573 6.628 0.035
H 0.512 0.019 -4.147 0.032
H 0.603 -0.209 9.913 0.017
H -7.489 2.556 -5.228 -0.034
H -4.342 1.392 1.502 0.030
H -2.314 1.021 -2.202 -0.045
H 4.307 -5.275 -3.664 0.030
H 2.866 0.196 -3.064 0.104
H -3.119 0.214 2.035 0.021
H 2.559 -1.749 -7.422 0.031
H -0.218 -1.708 10.408 -0.047
H -9.603 -2.531 -0.032 0.025
H 8.162 -5.225 8.666 0.028
H -7.043 4.107 -4.479 0.032
H 10.358 -0.520 1.330 -0.010
H -3.539 6.634 -4.411 0.030
H -12.103 5.775 -5.565 0.027
H 4.024 -1.891 6.184 -0.046
H -12.026 5.385 -3.830 0.025
H -3.062 4.861 -8.334 0.007
H 5.269 -4.307 -2.523 0.026
H -8.513 -1.258 -7.989 0.021
H 7.534 0.966 0.681 -0.091
H 10.311 -1.985 2.339 0.027
H 3.248 -0.556 -0.541 0.036
H 4.511 0.464 5.188 -0.044
H -4.470 5.655 -5.570 -0.055
H -8.509 -3.839 -0.542 0.026
```